Entry 1:
C18H41BO11P2 | ωB97M-V/def2-TZVPD

The value obtained for the HOMO-LUMO gap is 8.63 eV. The LUMO energy comes out at -1.123 eV.

Atoms and positions in Å:
C  4.724  -6.418  -5.631
C  4.373  -5.347  -6.731
B  3.169  -4.466  -6.192
O  3.398  -3.131  -5.901
C  1.767  -5.175  -6.009
C  0.826  -5.356  -7.216
O  -0.452  -5.696  -6.608
C  -0.332  -5.692  -5.241
O  -0.921  -6.395  -4.474
C  0.748  -4.617  -5.003
H  4.382  -7.392  -5.969
H  5.772  -6.413  -5.353
H  4.147  -6.184  -4.730
H  5.240  -4.724  -6.941
H  4.054  -5.894  -7.620
H  3.844  -3.017  -5.059
H  1.975  -6.175  -5.607
H  1.154  -6.267  -7.712
H  0.598  -4.488  -7.826
H  0.215  -3.726  -5.340
H  1.124  -4.530  -3.990
C  -1.840  -3.074  -2.488
C  -1.893  -1.558  -2.534
O  -1.463  -0.969  -1.306
P  0.119  -0.999  -0.918
O  0.781  -0.089  -1.890
O  0.102  -0.039  0.413
C  0.973  1.083  0.548
C  0.231  2.366  0.243
O  0.009  -2.352  -0.012
C  0.634  -2.488  1.279
C  -0.396  -2.284  2.367
H  -0.807  -3.424  -2.418
H  -2.285  -3.506  -3.386
H  -2.368  -3.453  -1.614
H  -1.291  -1.173  -3.363
H  -2.920  -1.231  -2.693
H  1.860  0.977  -0.075
H  1.315  1.097  1.587
H  -0.234  2.334  -0.743
H  0.900  3.227  0.283
H  -0.576  2.519  0.962
H  1.480  -1.812  1.385
H  1.025  -3.505  1.338
H  -0.907  -1.330  2.261
H  0.074  -2.328  3.350
H  -1.164  -3.057  2.307
C  1.440  3.625  5.098
C  0.175  3.121  4.423
O  -0.956  3.902  4.780
P  -1.119  5.434  4.157
O  -1.542  4.982  2.785
O  -2.637  5.763  4.716
C  -3.681  6.206  3.848
C  -4.607  5.058  3.511
O  -0.509  5.959  5.605
C  -1.085  7.031  6.374
C  -1.903  6.455  7.509
H  1.715  4.615  4.722
H  2.275  2.948  4.913
H  1.290  3.720  6.173
H  0.295  3.106  3.334
H  -0.027  2.099  4.747
H  -3.282  6.674  2.949
H  -4.237  6.978  4.388
H  -4.056  4.219  3.086
H  -5.374  5.370  2.800
H  -5.098  4.690  4.414
H  -1.669  7.703  5.748
H  -0.258  7.612  6.785
H  -2.658  5.760  7.148
H  -2.393  7.253  8.068
H  -1.261  5.891  8.187

Forces on atoms 1 to 2 (eV/Å):
C -0.8 0.8 -0.2
C -0.2 -0.3 0.7


Entry 2:
C18H41CuN7O10 | ωB97M-V/def2-TZVPD

The value obtained for the HOMO-LUMO gap (alpha / beta) is 8.70 / 6.35 eV. The LUMO energy (alpha / beta) comes out at -0.606 / -2.958 eV. The multiplicity is 2.

Atoms and positions in Å:
Cu  -1.915  -0.202  2.780
C  -0.087  -0.611  0.877
O  -1.167  0.104  0.809
O  -0.069  -1.189  2.038
O  0.729  -0.734  -0.033
C  -0.579  1.530  -5.577
C  -1.362  1.177  -4.330
O  -2.206  1.970  -3.907
N  -1.130  -0.031  -3.777
C  -1.778  -0.573  -2.605
H  -0.321  2.584  -5.578
H  -1.216  1.341  -6.440
H  0.340  0.940  -5.613
H  -0.366  -0.555  -4.171
H  -2.221  -1.538  -2.854
H  -2.607  0.074  -2.322
H  -1.091  -0.652  -1.762
C  -2.790  3.965  3.272
C  -3.090  2.862  2.301
O  -2.579  1.743  2.427
N  -3.951  3.119  1.322
C  -4.221  2.149  0.264
H  -2.743  4.936  2.781
H  -1.799  3.810  3.702
H  -3.448  3.960  4.141
H  -4.450  3.990  1.300
H  -4.866  2.651  -0.456
H  -4.801  1.306  0.639
H  -3.303  1.853  -0.234
C  0.134  -4.082  -0.978
C  1.340  -3.921  -1.870
O  1.708  -4.822  -2.613
N  1.965  -2.723  -1.791
C  3.242  -2.404  -2.410
H  -0.182  -5.111  -0.854
H  -0.682  -3.503  -1.426
H  0.270  -3.640  0.014
H  1.528  -2.045  -1.181
H  3.082  -1.657  -3.190
H  3.636  -3.282  -2.915
H  3.910  -2.049  -1.629
O  4.265  2.171  -2.291
C  3.281  1.519  -2.004
N  3.108  0.959  -0.775
C  2.143  1.284  -2.973
H  2.278  0.409  -0.618
H  3.809  1.052  -0.061
H  2.647  1.106  -3.924
H  1.502  2.159  -3.074
H  1.516  0.437  -2.694
O  -1.748  -1.702  4.445
C  -1.359  -2.879  4.460
N  -0.307  -3.294  3.741
C  -2.162  -3.915  5.206
H  0.013  -4.234  3.891
H  0.165  -2.663  3.105
H  -2.293  -3.537  6.220
H  -1.687  -4.891  5.269
H  -3.129  -3.959  4.711
O  -0.454  4.565  -1.094
C  -0.428  3.472  -0.554
N  -0.979  2.360  -1.110
C  0.241  3.264  0.794
H  -1.384  2.455  -2.033
H  -0.955  1.480  -0.621
H  0.278  4.252  1.252
H  1.263  2.940  0.597
H  -0.298  2.593  1.458
O  5.015  -1.443  2.584
C  3.871  -1.170  2.283
N  3.180  -1.875  1.349
C  3.105  -0.039  2.940
H  2.231  -1.610  1.134
H  3.650  -2.644  0.906
H  2.385  -0.511  3.613
H  2.584  0.575  2.205
H  3.791  0.574  3.514

Forces on atoms 1 to 2 (eV/Å):
Cu 1.9 -0.3 -1.3
C -1.1 -0.2 0.7


Entry 3:
C18H41F5O11S | ωB97M-V/def2-TZVPD

The value obtained for the HOMO-LUMO gap is 9.13 eV. The LUMO energy comes out at 0.119 eV.

Atoms and positions in Å:
O  4.028  1.627  -0.811
S  3.975  0.204  -0.823
O  5.080  -0.275  -1.899
O  2.733  -0.183  -1.903
C  1.628  -0.831  -1.423
F  1.113  -1.548  -2.433
F  1.938  -1.682  -0.427
C  0.534  0.157  -0.916
F  -0.161  0.636  -1.942
F  1.108  1.170  -0.274
F  -0.296  -0.459  -0.078
H  5.695  -0.842  -1.412
C  2.075  -3.288  5.548
O  1.426  -4.038  4.537
C  1.300  -3.342  3.307
C  2.334  -3.789  2.301
O  3.651  -3.437  2.699
C  4.376  -4.520  3.251
H  2.284  -3.967  6.373
H  3.015  -2.861  5.192
H  1.427  -2.484  5.911
H  1.371  -2.261  3.465
H  0.303  -3.561  2.909
H  2.140  -3.289  1.349
H  2.261  -4.868  2.136
H  4.646  -5.244  2.474
H  3.806  -5.029  4.033
H  5.288  -4.115  3.686
C  1.531  4.265  -0.232
O  1.541  5.594  0.261
C  1.713  6.571  -0.751
C  0.403  7.226  -1.128
O  -0.487  6.313  -1.746
C  -1.493  5.823  -0.874
H  1.211  3.618  0.582
H  0.838  4.152  -1.069
H  2.535  3.959  -0.546
H  2.178  6.128  -1.637
H  2.390  7.336  -0.358
H  0.603  8.028  -1.846
H  -0.059  7.671  -0.241
H  -2.225  6.603  -0.655
H  -1.068  5.450  0.061
H  -2.001  5.007  -1.383
C  -3.958  7.155  -2.789
O  -4.627  6.133  -2.071
C  -5.919  6.506  -1.622
C  -7.007  5.936  -2.503
O  -6.975  6.490  -3.808
C  -6.371  5.643  -4.768
H  -3.073  6.716  -3.246
H  -4.594  7.574  -3.572
H  -3.640  7.957  -2.113
H  -6.010  7.595  -1.574
H  -6.042  6.110  -0.609
H  -7.981  6.180  -2.066
H  -6.919  4.846  -2.546
H  -7.019  4.790  -4.996
H  -5.399  5.278  -4.429
H  -6.232  6.228  -5.675
C  0.485  -10.112  0.304
O  -0.168  -9.235  1.202
C  0.663  -8.781  2.258
C  1.172  -7.380  2.011
O  2.050  -7.322  0.897
C  1.439  -6.825  -0.279
H  -0.172  -10.248  -0.553
H  1.437  -9.703  -0.039
H  0.658  -11.088  0.771
H  1.506  -9.464  2.404
H  0.063  -8.782  3.173
H  1.737  -7.048  2.888
H  0.330  -6.694  1.871
H  1.250  -5.748  -0.194
H  0.499  -7.339  -0.493
H  2.130  -6.993  -1.103

Forces on atoms 1 to 2 (eV/Å):
O -0.1 0.4 0.1
S 0.1 -0.1 -0.2